Entry 1:
Below is 15 unconnected molecules or ions with the total composition C27H48Cl28I2N4OP2, with properties calculated with the ωB97M-V functional and the def2-TZVPD basis.

Cartesian coordinates (Å):
C  4.87  -0.37  2.56
C  4.58  0.45  1.55
N  4.36  -0.09  0.25
C  3.06  -0.80  0.12
C  1.92  -0.13  0.86
O  0.73  -0.84  0.50
C  -0.50  -0.18  0.78
P  -1.83  -1.52  0.82
N  -3.03  -1.18  1.78
C  -0.46  0.63  2.08
I  -0.69  2.75  2.00
C  -0.24  0.14  3.30
C  -0.17  0.94  4.56
I  0.09  -1.92  3.67
C  -0.94  0.73  -0.39
C  -2.30  1.01  -0.52
C  -2.73  1.80  -1.57
C  -1.78  2.26  -2.47
N  -0.48  2.02  -2.38
C  -0.08  1.26  -1.35
P  4.71  0.91  -1.07
N  4.14  2.37  -1.08
H  5.53  -1.22  2.44
H  4.46  -0.17  3.53
H  4.56  1.52  1.75
H  2.82  -0.89  -0.94
H  3.16  -1.82  0.49
H  1.86  0.93  0.64
H  2.08  -0.27  1.92
H  -1.14  -2.71  1.08
H  -2.23  -1.58  -0.52
H  -3.11  -1.91  2.48
H  -0.22  0.29  5.42
H  -1.00  1.63  4.63
H  0.78  1.46  4.62
H  -3.03  0.62  0.17
H  -3.78  2.02  -1.67
H  -2.11  2.86  -3.31
H  0.98  1.05  -1.29
H  6.10  0.86  -1.21
H  4.22  0.19  -2.18
H  3.62  2.57  -0.23
C  7.50  3.86  1.11
Cl  6.46  2.44  1.32
Cl  8.48  4.17  2.54
H  8.16  3.68  0.27
H  6.87  4.72  0.92
C  2.19  3.69  -3.49
Cl  2.97  2.99  -4.93
Cl  2.37  5.45  -3.46
H  1.13  3.44  -3.53
H  2.65  3.27  -2.60
C  3.50  3.81  -8.82
Cl  4.78  2.64  -8.46
Cl  2.95  3.68  -10.50
H  2.67  3.62  -8.16
H  3.89  4.81  -8.67
C  2.87  -4.25  5.08
Cl  3.75  -3.40  3.80
Cl  3.87  -4.48  6.52
H  2.01  -3.65  5.35
H  2.56  -5.22  4.71
C  -4.83  -4.07  3.82
Cl  -4.98  -5.73  4.37
Cl  -3.29  -3.34  4.29
H  -4.90  -4.06  2.74
H  -5.63  -3.48  4.25
C  -4.78  3.24  3.33
Cl  -4.25  2.40  1.87
Cl  -4.15  4.89  3.41
H  -5.86  3.28  3.33
H  -4.42  2.69  4.19
C  6.89  3.89  -11.13
Cl  8.29  3.47  -10.14
Cl  7.14  5.41  -12.00
H  6.73  3.10  -11.86
H  6.03  3.99  -10.49
C  0.70  7.41  -6.06
Cl  -1.00  7.27  -6.52
Cl  1.77  6.72  -7.29
H  0.94  8.46  -5.94
H  0.85  6.87  -5.13
C  -7.65  -5.13  0.77
Cl  -6.33  -4.01  0.39
Cl  -7.60  -5.76  2.43
H  -8.59  -4.61  0.63
H  -7.58  -5.98  0.09
C  -10.62  -6.48  4.59
Cl  -11.32  -5.01  5.28
Cl  -10.38  -7.74  5.80
H  -11.30  -6.86  3.83
H  -9.66  -6.24  4.15
C  10.96  0.88  -10.44
Cl  10.90  -0.78  -9.85
Cl  12.49  1.67  -10.03
H  10.86  0.87  -11.52
H  10.15  1.44  -10.00
C  -10.79  -9.17  1.77
Cl  -12.03  -7.97  1.40
Cl  -9.33  -8.45  2.45
H  -11.20  -9.87  2.49
H  -10.53  -9.69  0.86
C  -7.77  -2.33  6.74
Cl  -6.55  -3.54  7.15
Cl  -8.31  -2.45  5.06
H  -8.63  -2.47  7.39
H  -7.34  -1.34  6.90
C  3.75  1.59  6.49
Cl  3.40  2.51  5.01
Cl  3.45  -0.14  6.27
H  4.80  1.73  6.74
H  3.11  1.95  7.28

For the highest occupied orbital energy, the calculation gives -8.780 eV. The spin multiplicity is 1. The orbital gap comes out at 8.5 eV.



Entry 2:
Below is a molecular structure, C27H48ClN2SbSi3Ti, with properties calculated with the ωB97M-V functional and the def2-TZVPD basis.

Cartesian coordinates (Å):
Ti  -1.09  -1.24  1.30
C  3.05  -0.22  -1.43
Sb  0.95  -0.60  -1.20
C  0.84  -1.72  0.68
C  1.81  -1.37  1.78
C  1.40  -1.35  3.12
C  2.31  -1.03  4.11
C  3.63  -0.79  3.76
C  3.96  -0.89  2.42
N  3.09  -1.16  1.46
Si  1.10  -3.55  0.26
C  1.33  -4.52  1.86
C  -0.30  -4.29  -0.74
C  2.69  -3.74  -0.74
C  0.32  1.56  -0.78
C  -0.77  1.69  0.23
C  -1.69  2.75  0.22
C  -2.55  2.96  1.28
C  -2.49  2.14  2.40
C  -1.61  1.09  2.33
N  -0.84  0.82  1.26
Si  -0.18  2.13  -2.54
C  -0.30  4.00  -2.80
C  1.07  1.56  -3.83
C  -1.85  1.40  -2.99
Si  1.68  2.74  -0.07
C  3.02  3.15  -1.32
C  0.92  4.39  0.45
C  2.50  2.10  1.49
H  3.52  -1.19  -1.54
H  3.50  0.27  -0.58
H  3.18  0.35  -2.34
H  0.40  -1.64  3.41
H  1.99  -1.01  5.15
H  4.38  -0.55  4.50
H  4.98  -0.73  2.10
H  0.42  -4.52  2.47
H  2.14  -4.12  2.47
H  1.58  -5.55  1.61
H  -1.27  -4.21  -0.23
H  -0.09  -5.35  -0.91
H  -0.40  -3.81  -1.71
H  3.51  -3.22  -0.27
H  2.57  -3.36  -1.76
H  2.95  -4.80  -0.83
H  -1.70  3.42  -0.62
H  -3.26  3.78  1.24
H  -3.11  2.29  3.27
H  -1.54  0.37  3.16
H  0.61  4.54  -2.58
H  -1.11  4.49  -2.27
H  -0.50  4.14  -3.87
H  2.08  1.94  -3.66
H  0.72  1.97  -4.78
H  1.12  0.48  -3.94
H  -2.65  1.75  -2.35
H  -1.83  0.31  -2.92
H  -2.09  1.67  -4.01
H  2.65  3.53  -2.27
H  3.69  2.32  -1.53
H  3.63  3.95  -0.88
H  0.29  4.88  -0.30
H  1.76  5.06  0.66
H  0.35  4.30  1.37
H  3.34  1.45  1.28
H  1.81  1.55  2.13
H  2.87  2.95  2.05
C  -4.26  -0.67  -1.45
C  -3.77  -1.50  -0.26
C  -4.13  -2.97  -0.51
C  -4.50  -1.01  0.99
C  -2.25  -1.38  -0.16
H  -5.34  -0.76  -1.55
H  -3.80  -0.99  -2.38
H  -4.02  0.39  -1.30
H  -5.21  -3.10  -0.64
H  -3.81  -3.59  0.33
H  -3.64  -3.35  -1.41
H  -4.23  0.03  1.21
H  -4.27  -1.61  1.86
H  -5.58  -1.04  0.83
H  -1.80  -1.53  -1.15
Cl  -1.88  -2.66  2.89

For the highest occupied orbital energy, the calculation gives -7.129 eV. The spin multiplicity is 1. The relative energy (zero: lowest compared OMol25 entry of this formula, charge and spin) comes out at 0.8 kcal per mole. The orbital gap comes out at 6.9 eV.



Entry 3:
Below is 9 unconnected molecules or ions with the total composition C27H48N3O15, with properties calculated with the ωB97M-V functional and the def2-TZVPD basis.

Cartesian coordinates (Å):
C  -0.31  -0.57  0.09
C  -0.79  -0.07  -1.27
O  -1.95  -0.12  -1.55
N  0.16  0.76  -2.21
H  0.87  1.03  -1.88
H  0.51  0.07  -2.87
C  -0.45  1.56  -3.35
H  0.63  -1.24  0.05
H  -1.15  -1.02  0.78
H  0.13  0.45  0.65
H  0.19  1.90  -3.89
H  -1.12  2.22  -2.91
H  -1.09  1.08  -3.94
N  2.87  1.64  -0.60
O  1.81  2.30  -0.21
O  3.26  0.71  0.11
O  3.30  1.95  -1.72
N  2.19  -1.55  -4.16
O  2.55  -0.38  -4.13
O  1.23  -1.66  -3.38
O  3.10  -2.47  -4.17
C  0.97  4.97  -2.13
C  1.11  6.28  -2.81
C  0.70  6.17  -4.29
O  0.25  7.18  -2.14
H  -0.02  4.46  -2.11
H  1.38  4.97  -1.07
H  1.78  4.23  -2.45
H  2.14  6.42  -2.64
H  1.41  6.05  -5.01
H  0.25  7.05  -4.66
H  0.46  5.18  -4.45
H  0.78  7.97  -2.26
C  -3.29  0.82  3.32
C  -1.88  1.37  2.79
C  -1.43  2.65  3.47
O  -0.86  0.38  3.20
H  -3.71  -0.05  2.81
H  -3.97  1.46  3.09
H  -3.43  0.65  4.49
H  -1.91  1.39  1.74
H  -0.59  3.13  3.09
H  -1.42  2.67  4.51
H  -2.29  3.20  2.97
H  -0.11  0.72  2.72
C  2.31  2.55  4.24
C  3.06  1.84  3.30
C  4.26  0.98  3.90
O  2.21  0.78  2.66
H  1.91  3.40  3.58
H  2.71  3.00  5.09
H  1.44  2.13  4.69
H  3.28  2.46  2.46
H  5.10  1.66  4.43
H  4.78  0.20  3.18
H  3.77  0.18  4.77
H  2.46  0.58  1.78
C  -1.03  -5.35  -3.05
C  -0.47  -4.29  -2.06
C  0.98  -4.54  -1.71
O  -0.85  -3.09  -2.44
H  -1.32  -6.15  -2.61
H  -0.36  -5.36  -3.90
H  -1.95  -5.03  -3.38
H  -1.20  -4.49  -1.06
H  1.17  -5.39  -1.30
H  1.22  -3.76  -0.82
H  1.62  -4.35  -2.76
H  -0.34  -2.57  -3.07
C  4.32  -2.78  4.41
C  4.07  -2.67  2.93
C  2.67  -2.51  2.39
O  2.47  -2.45  1.26
C  1.57  -2.49  3.29
C  1.81  -2.68  4.76
C  3.27  -2.77  5.37
O  3.26  -3.01  6.53
H  5.36  -2.75  4.81
H  4.79  -2.77  2.20
H  0.56  -2.14  3.04
H  0.94  -2.63  5.50
C  -7.49  -2.40  -1.95
C  -6.89  -3.54  -2.80
C  -5.37  -3.56  -2.80
O  -4.71  -4.28  -3.52
C  -4.57  -2.47  -2.06
C  -5.15  -1.54  -1.20
C  -6.65  -1.47  -1.19
O  -7.27  -0.69  -0.47
H  -8.54  -2.47  -1.77
H  -7.59  -4.23  -3.26
H  -3.44  -2.49  -2.05
H  -4.46  -0.56  -0.95

For the highest occupied orbital energy, the calculation gives -6.099 eV. The spin multiplicity is 1. The total charge is -1. The relative energy (zero: lowest compared OMol25 entry of this formula, charge and spin) comes out at 60.6 kcal per mole. The orbital gap comes out at 6.0 eV.



Entry 4:
Below is a molecular structure, C27H49AlBr3ClCsN6NaO14P, with properties calculated with the ωB97M-V functional and the def2-TZVPD basis.

Cartesian coordinates (Å):
C  0.86  6.55  4.17
C  1.65  6.00  2.96
C  2.12  4.54  3.21
Cl  3.85  4.48  2.65
C  1.24  3.48  2.45
C  1.45  3.74  1.02
N  1.50  3.98  -0.11
P  -0.60  3.80  2.76
N  -1.58  3.16  1.72
C  1.70  2.01  2.77
C  2.50  1.98  3.97
N  3.21  2.01  4.90
C  2.58  1.34  1.68
N  3.09  0.10  2.29
C  4.54  -0.10  2.17
C  0.56  1.02  3.00
O  -0.01  0.66  1.76
O  -1.17  -0.15  1.98
H  0.57  5.77  4.86
H  -0.07  6.96  3.81
H  1.40  7.33  4.68
H  2.53  6.61  2.89
H  1.03  6.08  2.08
H  2.07  4.39  4.27
H  -0.82  5.18  2.80
H  -0.79  3.33  4.07
H  -1.08  2.66  1.00
H  1.99  1.09  0.81
H  3.44  1.95  1.45
H  2.65  -0.69  1.84
H  4.91  -0.45  1.19
H  4.82  -0.90  2.84
H  5.05  0.78  2.53
H  -0.17  1.34  3.73
H  1.01  0.13  3.44
H  -1.02  -0.66  2.79
C  4.69  1.65  -3.27
C  4.03  1.00  -2.12
N  3.53  0.49  -1.24
H  4.02  2.41  -3.67
H  5.61  2.12  -2.94
H  4.91  0.93  -4.07
N  4.12  0.13  -6.90
O  4.99  0.02  -6.01
O  3.77  -0.86  -7.53
O  3.61  1.22  -7.11
Cs  4.49  -1.55  -1.96
Na  3.22  5.39  0.35
C  2.11  -0.76  7.36
Br  0.40  -1.01  8.22
Br  3.55  -1.46  8.40
Br  2.10  -1.49  5.57
H  2.27  0.31  7.26
C  11.77  -2.06  -4.62
C  10.93  -3.16  -4.03
C  10.57  -4.28  -4.98
O  9.33  -4.76  -4.42
C  8.76  -3.73  -3.78
O  7.64  -3.74  -3.36
O  9.61  -2.69  -3.66
H  11.82  -1.21  -3.94
H  12.79  -2.41  -4.80
H  11.35  -1.71  -5.56
H  11.40  -3.56  -3.13
H  11.31  -5.07  -5.02
H  10.38  -3.92  -6.00
C  -2.22  -2.67  -1.64
C  -1.08  -1.98  -2.54
O  -0.95  -2.71  -3.58
H  -1.91  -3.67  -1.34
H  -2.34  -2.05  -0.75
H  -3.16  -2.72  -2.18
H  -0.20  -1.87  -1.86
H  -1.45  -0.94  -2.68
C  -6.84  -3.40  2.99
C  -7.36  -2.90  1.67
O  -7.11  -1.48  1.50
C  -5.86  -1.16  1.19
O  -4.94  -1.93  1.04
O  -5.76  0.17  1.12
C  -4.42  0.63  0.99
H  -7.24  -2.81  3.81
H  -7.12  -4.45  3.13
H  -5.75  -3.33  3.04
H  -8.44  -3.01  1.62
H  -6.93  -3.45  0.83
H  -3.91  0.13  0.17
H  -3.88  0.46  1.92
H  -4.45  1.70  0.79
O  -11.26  -3.96  -2.20
C  -10.72  -2.94  -2.45
O  -9.41  -2.78  -2.21
C  -8.61  -1.67  -2.63
C  -8.67  -0.52  -1.65
C  -11.54  -1.76  -2.99
H  -8.86  -1.37  -3.65
H  -7.59  -2.07  -2.68
H  -9.67  -0.11  -1.57
H  -7.99  0.28  -1.95
H  -8.38  -0.86  -0.65
H  -11.97  -1.22  -2.14
H  -12.35  -2.19  -3.60
H  -10.95  -1.08  -3.61
Al  -12.80  -0.02  -4.73

For the highest occupied orbital energy, the calculation gives -13.352 eV. The spin multiplicity is 1. The total charge is +3. The orbital gap comes out at 2.0 eV.



Entry 5:
Below is a molecular structure, C27H49F2NO2Si2Tb, with properties calculated with the ωB97M-V functional and the def2-TZVPD basis.

Cartesian coordinates (Å):
O  2.46  1.42  -2.63
O  3.00  -0.61  -3.55
C  1.09  1.90  -2.80
C  0.94  3.32  -2.33
H  0.40  1.23  -2.25
H  0.88  1.82  -3.87
H  0.79  3.37  -1.24
H  0.06  3.77  -2.79
H  1.81  3.93  -2.61
C  3.10  1.58  -1.30
C  4.57  1.57  -1.56
H  2.74  0.77  -0.65
H  2.74  2.54  -0.89
H  4.91  0.62  -1.99
H  5.11  1.74  -0.62
H  4.83  2.38  -2.24
C  2.81  -1.74  -2.61
C  2.31  -0.75  -4.84
C  4.01  -1.85  -1.72
H  2.70  -2.65  -3.23
H  1.88  -1.59  -2.04
H  4.94  -1.82  -2.32
H  3.98  -2.80  -1.18
H  4.05  -1.06  -0.97
C  3.29  -0.50  -5.95
H  1.49  -0.03  -4.85
H  1.89  -1.76  -4.90
H  3.72  0.51  -5.90
H  2.78  -0.59  -6.90
H  4.11  -1.22  -5.92
H  2.77  0.45  -3.10
Tb  -1.40  -0.27  1.43
C  -0.62  -1.62  -0.06
Si  -1.83  -2.23  -1.34
H  -0.12  -2.48  0.44
H  0.20  -1.10  -0.61
C  -2.19  -0.86  -2.58
C  -3.44  -2.77  -0.52
C  -1.12  -3.64  -2.36
C  -2.94  1.34  0.54
Si  -4.09  1.14  1.98
H  -3.42  1.19  -0.44
H  -2.50  2.36  0.52
C  -5.08  -0.45  1.75
C  -5.28  2.56  2.22
C  -3.06  0.89  3.56
H  -1.92  -4.18  -2.88
H  -0.58  -4.36  -1.72
H  -0.42  -3.26  -3.12
H  -2.78  -0.05  -2.16
H  -2.74  -1.30  -3.42
H  -1.25  -0.44  -2.98
H  -3.93  -1.98  0.07
H  -3.26  -3.63  0.14
H  -4.15  -3.08  -1.30
H  -5.55  3.01  1.25
H  -4.84  3.35  2.85
H  -6.21  2.22  2.70
H  -2.33  1.70  3.72
H  -2.53  -0.08  3.67
H  -3.79  0.92  4.38
H  -6.01  -0.35  2.34
H  -4.56  -1.35  2.11
H  -5.35  -0.59  0.70
F  0.25  -4.40  5.22
C  0.22  -3.07  4.90
C  -0.32  -2.70  3.66
C  -0.28  -1.36  3.35
C  0.41  -0.40  4.09
C  0.80  -0.83  5.39
F  1.07  0.10  6.38
C  0.75  -2.15  5.80
C  0.66  0.96  3.57
C  1.39  1.94  4.24
C  1.53  3.22  3.70
C  0.96  3.50  2.46
C  0.29  2.49  1.78
N  0.16  1.24  2.32
H  -0.76  -3.44  2.99
H  1.10  -2.45  6.78
H  1.82  1.67  5.19
H  2.08  3.98  4.26
H  1.03  4.49  2.01
H  -0.17  2.65  0.80

For the highest occupied orbital energy (spin up / spin down), the calculation gives -9.523 / -9.531 eV. As for the expectation value of S²: 12.72. The spin multiplicity is 7. The total charge is +1. The relative energy (zero: lowest compared OMol25 entry of this formula, charge and spin) comes out at 62.2 kcal per mole. The orbital gap (spin up / spin down) comes out at 7.0 / 7.1 eV.



no.,E_tot (hartree)
1,-15515.11599
2,-3585.60382
3,-2349.65589
4,-11387.10823
5,-2866.30402